{"formula": "C15H15N2O5Se3TeV", "method": "ωB97M-V/def2-TZVPD", "species": ["C", "N", "H", "H", "H", "O", "C", "C", "C", "Se", "Te", "C", "H", "H", "H", "H", "C", "V", "N", "C", "Se", "O", "C", "C", "H", "C", "H", "Se", "O", "C", "C", "C", "C", "H", "H", "H", "H", "H", "O", "H", "C", "O"], "positions_angstrom": [[-1.178, 2.355, 0.036], [-1.332, 1.178, 0.635], [0.973, -4.422, 0.299], [-0.949, 4.477, 0.245], [-0.919, -3.004, 0.839], [-1.356, 0.999, -1.840], [-1.411, 2.207, 2.743], [-1.187, 2.134, -1.439], [1.209, -0.159, -2.116], [-3.991, -0.359, -0.453], [-3.076, -0.818, -4.116], [-1.475, 1.077, 1.945], [2.694, -2.949, 1.310], [1.417, -3.080, -0.745], [1.262, -3.078, 2.313], [-1.531, 2.099, 3.813], [-1.085, 3.530, 0.749], [-1.507, -0.558, -0.488], [0.861, -0.519, -0.869], [1.822, -0.554, 0.073], [-4.455, 0.678, -2.496], [-0.413, -2.884, 0.030], [0.924, -3.334, 0.194], [2.487, 0.235, -2.463], [2.708, 0.508, -3.486], [3.462, 0.255, -1.478], [0.439, -0.930, 1.625], [-1.711, -2.141, -2.495], [-1.754, -1.166, 1.374], [1.634, -2.679, 1.364], [3.127, -0.159, -0.203], [1.470, -1.160, 1.392], [-1.201, 3.439, 2.136], [-1.142, 4.337, 2.737], [-1.140, 2.870, -3.132], [0.415, -0.228, -2.848], [4.474, 0.569, -1.704], [2.093, -0.742, 2.185], [-1.000, 3.163, -2.216], [3.866, -0.194, 0.587], [-1.714, -0.360, 2.397], [-1.811, -0.634, 3.566]], "nbo_charge": [0.070, -0.456, 0.184, 0.246, 0.502, -0.597, -0.169, 0.820, 0.069, -0.282, 0.153, 0.123, 0.212, 0.185, 0.217, 0.256, -0.176, 1.060, -0.502, 0.251, -0.216, -0.704, -0.061, -0.270, 0.230, -0.139, 0.229, -0.411, -0.787, -0.414, -0.257, -0.438, -0.153, 0.234, 0.523, 0.243, 0.223, 0.222, -0.622, 0.224, 0.757, -0.582], "s2": 2.0361, "charge": 0, "homo_lumo_gap_ha": [0.187, 0.180], "largest_force_ev_per_a": 1.84, "spin_multiplicity": 3, "energy_ev": -258039.9546, "de_lowest_ev": 0.313}

=====

{"formula": "C22H33N5O2S", "method": "ωB97M-V/def2-TZVPD", "species": ["H", "H", "N", "H", "C", "H", "C", "H", "C", "C", "H", "H", "C", "H", "H", "H", "C", "C", "C", "N", "H", "N", "N", "H", "H", "C", "C", "H", "H", "C", "H", "C", "H", "C", "C", "H", "H", "C", "H", "O", "C", "H", "C", "C", "C", "H", "H", "S", "H", "H", "H", "H", "H", "C", "H", "N", "O", "H", "C", "C", "H", "H", "H"], "positions_angstrom": [[-0.949, -4.900, -2.761], [1.448, 3.093, 2.650], [-2.180, -4.278, -1.170], [-5.644, 2.432, 2.654], [-5.401, 1.617, 3.354], [5.053, -1.973, 1.569], [-3.852, -0.164, 2.552], [-1.835, -2.495, 4.037], [2.578, -1.513, 2.458], [-3.261, -4.870, -1.926], [0.308, -2.713, 2.555], [-1.506, -4.020, 0.809], [4.989, -1.415, 2.509], [-1.151, -2.465, -2.861], [-0.954, -1.805, -0.463], [-4.166, -1.568, 4.173], [0.970, -2.965, -2.900], [3.735, 0.691, 2.518], [1.254, 0.601, 2.705], [-0.172, -2.116, -1.026], [1.465, -0.878, -3.148], [3.724, -0.697, 2.569], [2.481, 1.279, 2.561], [-3.270, 1.101, 0.890], [-4.204, -4.675, -1.402], [1.029, -1.337, -1.078], [1.280, -0.852, 2.507], [-0.126, -4.780, -1.148], [-7.105, -0.239, 2.274], [-1.650, -0.168, 1.545], [-3.234, -4.448, 0.599], [-2.945, 0.312, 1.576], [-3.155, -5.965, -2.048], [-2.214, -4.634, 0.233], [2.477, 2.743, 2.648], [0.866, -0.251, -0.958], [-6.258, 1.480, 4.028], [1.675, -1.685, -2.438], [3.041, 3.133, 1.794], [2.706, -2.734, 2.321], [-2.164, -1.702, 3.359], [5.776, -0.660, 2.555], [0.156, -1.632, 2.481], [-6.190, -0.001, 1.713], [-3.447, -1.197, 3.435], [1.701, -1.637, -0.255], [-0.943, 0.234, 0.813], [5.111, 1.640, 2.432], [2.757, -1.802, -2.359], [5.064, -2.093, 3.363], [0.852, -3.037, -3.984], [-4.523, 1.903, 3.943], [1.523, -3.849, -2.554], [-1.214, -1.157, 2.459], [-3.302, -4.423, -2.928], [-5.142, 0.379, 2.642], [0.232, 1.245, 2.966], [-6.420, 0.822, 1.018], [-0.883, -4.326, -1.818], [-0.390, -2.918, -2.184], [-1.971, -5.701, 0.408], [3.007, 3.044, 3.559], [-5.884, -0.880, 1.136]], "nbo_charge": [0.185, 0.242, -0.468, 0.173, -0.395, 0.217, 0.181, 0.215, 0.673, -0.400, 0.245, 0.201, -0.419, 0.159, 0.395, 0.228, -0.408, 0.307, 0.671, -0.672, 0.201, -0.456, -0.455, 0.215, 0.197, -0.202, -0.307, 0.191, 0.189, -0.197, 0.197, -0.179, 0.159, -0.403, -0.420, 0.172, 0.188, -0.407, 0.226, -0.582, -0.183, 0.244, 0.024, -0.395, -0.229, 0.168, 0.218, -0.159, 0.213, 0.217, 0.215, 0.213, 0.200, -0.036, 0.198, -0.503, -0.576, 0.172, -0.214, -0.032, 0.160, 0.218, 0.210], "charge": 0, "homo_lumo_gap_ha": 0.243, "smiles": "CN1C(=O)C(=Cc2ccc(N(C)C)cc2)C(=O)N(C)C1=S.CN(C)C[C@@H]1CCCN1", "largest_force_ev_per_a": 1.99, "spin_multiplicity": 1, "energy_ev": -45729.4135, "de_lowest_ev": 1.944}

=====

{"formula": "C10H16O", "method": "ωB97M-V/def2-TZVPD", "species": ["C", "H", "C", "C", "H", "C", "H", "H", "H", "H", "C", "H", "H", "H", "O", "H", "C", "C", "C", "H", "H", "H", "H", "H", "C", "H", "C"], "positions_angstrom": [[-2.201, -1.600, -0.847], [-1.331, 0.447, 2.042], [1.607, -1.317, -2.144], [0.806, 2.101, -0.009], [-2.373, -0.485, -0.762], [-2.806, -2.088, 0.514], [2.102, -2.093, -2.701], [3.343, -1.156, -0.701], [-3.533, -2.902, 0.179], [0.549, -1.409, -2.233], [0.397, -0.560, 0.897], [-0.919, 3.484, 0.659], [-2.240, -2.687, 1.166], [1.826, -2.285, -0.157], [-1.174, 2.756, 1.195], [-3.349, -1.290, 1.178], [1.686, 1.053, -0.395], [-0.470, 0.509, 1.346], [1.431, -0.252, 0.024], [2.378, 1.285, -1.072], [-2.945, -2.007, -1.615], [-1.143, -1.878, -0.979], [1.935, -0.586, -2.916], [0.257, -1.599, 1.287], [2.083, -1.298, -0.687], [0.741, 3.075, -0.610], [-0.183, 1.793, 0.912]], "nbo_charge": [-0.631, 0.234, -0.627, -0.269, 0.220, -0.626, 0.214, 0.202, 0.202, 0.210, -0.191, 0.467, 0.203, 0.215, -0.677, 0.208, -0.165, -0.246, -0.082, 0.201, 0.210, 0.212, 0.217, 0.222, -0.396, 0.211, 0.261], "charge": 0, "homo_lumo_gap_ha": 0.345, "smiles": "CCc1ccc(O)cc1.CC", "largest_force_ev_per_a": 5.47, "spin_multiplicity": 1, "energy_ev": -12674.6508, "de_lowest_ev": 3.074}

=====

{"formula": "C4H7NOS", "method": "ωB97M-V/def2-TZVPD", "species": ["H", "H", "H", "H", "H", "H", "N", "C", "O", "C", "S", "C", "H", "C"], "positions_angstrom": [[-2.095, 0.036, 0.215], [0.402, -0.304, -1.618], [-0.597, -2.440, -1.365], [0.032, -0.225, 1.454], [-1.012, -2.212, 0.191], [-1.359, 1.273, -0.884], [-0.292, -2.008, -0.527], [-0.181, -0.590, -0.718], [1.987, 1.390, 1.424], [1.131, 1.341, 0.396], [1.296, 2.380, -0.854], [0.099, 0.284, 0.492], [1.791, 0.675, 2.071], [-1.202, 0.397, -0.277]], "nbo_charge": [0.215, 0.232, 0.367, 0.213, 0.352, 0.247, -0.814, -0.017, -0.638, 0.259, -0.111, -0.369, 0.481, -0.417], "charge": 0, "homo_lumo_gap_ha": 0.343, "smiles": "N[C@H]1C[C@@H]1C(O)=S", "largest_force_ev_per_a": 1.66, "spin_multiplicity": 1, "energy_ev": -18633.2009, "de_lowest_ev": 1.349}

=====

{"formula": "C36H49N4O10SSiTa", "method": "ωB97M-V/def2-TZVPD", "species": ["H", "C", "H", "C", "H", "H", "H", "H", "O", "H", "H", "H", "H", "O", "H", "H", "C", "H", "C", "H", "C", "C", "H", "H", "H", "C", "H", "C", "H", "C", "C", "H", "C", "Si", "N", "H", "H", "C", "H", "O", "C", "H", "Ta", "O", "H", "C", "O", "C", "H", "H", "H", "C", "H", "N", "O", "H", "C", "H", "C", "C", "C", "H", "H", "H", "H", "C", "H", "H", "C", "H", "N", "C", "H", "C", "C", "C", "C", "H", "C", "C", "O", "C", "N", "C", "C", "H", "H", "O", "H", "O", "H", "H", "S", "H", "H", "C", "O", "H", "C", "H", "C", "C"], "positions_angstrom": [[1.957, 2.823, 5.354], [-3.551, 2.104, 3.005], [-4.143, 2.739, 3.672], [4.495, 2.089, -0.042], [1.394, -1.178, 6.756], [-3.379, -4.556, -3.014], [-0.424, -2.586, 0.272], [-1.712, 3.174, 3.397], [-2.952, 2.545, 5.654], [0.049, 5.817, -1.279], [-0.142, 0.778, -4.533], [0.866, 3.869, 0.045], [2.589, -2.942, -0.756], [-2.343, 0.593, -3.071], [3.757, -0.163, 6.013], [2.399, -1.708, -1.998], [3.203, 1.675, -0.369], [4.144, 2.158, -2.716], [0.194, 3.738, -0.794], [-1.029, -1.005, 6.232], [2.863, 0.912, 1.819], [1.321, 1.967, 5.520], [-1.462, 5.396, -3.224], [-3.264, -1.209, -1.369], [-4.006, 0.328, 3.895], [3.294, 0.725, 6.439], [5.932, 2.321, 1.531], [2.685, 1.451, -1.663], [0.419, -3.453, -5.130], [-1.012, 2.254, -2.064], [1.900, -2.208, -1.177], [-2.523, -0.097, 2.793], [-2.369, -4.161, -2.940], [-0.608, -1.905, -2.785], [2.281, 1.248, 0.597], [-0.461, 3.000, 4.916], [1.679, -1.477, -0.391], [0.004, -2.522, -5.503], [2.275, -1.972, -4.147], [-2.083, 1.710, 0.494], [-0.350, -0.198, 6.003], [-2.710, 3.830, 2.086], [0.365, 0.678, 0.093], [3.256, 1.792, -2.815], [1.917, -0.280, -3.725], [1.078, -4.173, -2.410], [-3.238, 0.119, 6.113], [-0.851, 0.980, 5.474], [0.680, -3.961, 0.280], [-3.460, -1.061, -3.915], [-2.855, -2.380, -4.920], [0.999, -0.282, 6.301], [1.696, -4.807, -1.779], [-0.172, 2.486, -1.046], [2.456, -0.528, 3.676], [-0.046, 0.032, -6.123], [-1.108, 4.579, -2.612], [-4.265, -2.620, -3.914], [-0.031, 2.068, 5.244], [1.710, -1.086, -4.421], [-3.296, -2.130, -3.962], [0.507, -2.276, -6.435], [2.056, -0.769, -5.403], [-1.841, -4.437, -3.848], [-0.869, -4.105, -0.514], [4.146, 1.298, 2.171], [5.167, 2.428, -0.817], [-1.512, -0.152, -5.163], [0.201, -1.366, -4.507], [0.241, -4.767, -2.757], [-1.981, -0.626, 1.987], [-2.335, 2.913, 2.545], [-4.203, -2.681, -1.558], [-0.428, -0.100, -5.112], [1.850, 0.801, 6.067], [0.622, -2.938, -1.615], [4.946, 1.986, 1.261], [-1.044, -2.682, -5.731], [-0.050, -3.422, -0.322], [-2.439, -2.633, -2.790], [-0.761, -0.099, -1.686], [-1.538, 2.162, 1.507], [-3.168, 0.877, 3.714], [2.063, -0.034, 2.522], [-3.191, -2.286, -1.495], [-1.898, -4.648, -2.094], [-4.152, 1.834, 2.136], [-0.286, 1.972, 1.704], [1.673, -3.886, -3.270], [1.011, -0.453, 1.958], [-2.143, 3.018, -3.701], [1.823, -1.178, 4.030], [-2.620, 1.184, 5.398], [3.397, 0.658, 7.522], [4.536, 1.003, 3.132], [-1.439, 0.835, -2.319], [1.565, 0.853, -1.722], [3.828, 1.610, 6.103], [-1.278, -0.610, 1.072], [-2.722, -2.712, -0.614], [-0.258, 4.816, -1.541], [-1.488, 3.270, -2.879]], "lowdin_charge": [0.124, -0.194, 0.125, 0.039, 0.132, 0.100, 0.028, 0.092, -0.249, 0.126, 0.076, 0.131, 0.105, 0.123, 0.083, 0.064, -0.183, 0.134, -0.074, 0.121, -0.174, -0.013, 0.131, 0.071, 0.122, -0.029, 0.120, -0.417, 0.074, -0.161, -0.079, 0.056, -0.080, 1.089, -0.045, 0.108, 0.034, -0.070, 0.073, -0.007, -0.038, 0.148, 1.948, 0.175, 0.047, -0.071, -0.255, -0.273, 0.100, 0.063, 0.068, -0.035, 0.101, -0.041, 0.161, 0.101, 0.013, 0.096, -0.047, -0.080, -0.081, 0.100, 0.100, 0.082, 0.069, 0.057, 0.131, 0.076, -0.560, 0.070, 0.212, -0.053, 0.099, -0.072, -0.274, -0.566, -0.031, 0.068, -0.081, -0.570, -0.209, -0.632, -0.123, -0.409, -0.075, 0.061, 0.137, -0.111, 0.071, -0.092, 0.141, 0.151, 0.731, 0.101, 0.136, -0.540, -0.116, 0.083, -0.099, 0.063, 0.007, 0.063], "charge": 2, "homo_lumo_gap_ha": [0.219, 0.219], "largest_force_ev_per_a": 1.99, "spin_multiplicity": 1, "energy_ev": -84816.9861, "de_lowest_ev": 0.702}

=====

{"formula": "C4H5NO", "method": "ωB97M-V/def2-TZVPD", "species": ["C", "H", "H", "H", "C", "C", "H", "H", "N", "C", "O"], "positions_angstrom": [[-0.950, -0.984, 0.300], [-1.975, -0.668, 0.092], [-0.704, -1.865, -0.300], [-0.810, 2.284, -0.797], [1.400, 0.003, 0.093], [2.588, -0.160, 0.211], [-0.856, -1.255, 1.356], [3.643, -0.294, 0.313], [-0.490, 1.267, -0.437], [-0.020, 0.142, -0.031], [-1.825, 1.525, -0.597]], "nbo_charge": [-0.663, 0.259, 0.235, 0.560, -0.066, -0.168, 0.236, 0.241, -0.196, 0.166, -0.604], "charge": 0, "homo_lumo_gap_ha": [0.353, 0.353], "largest_force_ev_per_a": 0.77, "spin_multiplicity": 1, "energy_ev": -7760.6938, "de_lowest_ev": 5.833}